Density functional theory data (wB97M-V/def2-TZVPD) for a single C4H11NO2 molecule.

Its net charge is 0. The value obtained for the relative energy (zero: lowest compared OMol25 entry of this formula, charge and spin) is 41.2 kcal/mol. The SMILES is OCCCNCO. The lowest unoccupied orbital energy is 0.813 eV. As for the HOMO energy: -0.32837 Ha.

Positions of all 18 atoms, in Å:
H  0.888625  -1.757542  -1.646261
O  -0.163057  1.389498  1.499606
H  -0.842730  1.986262  1.844261
H  -1.600053  1.481149  -1.226970
C  -0.606873  -0.288955  -1.401848
H  1.470427  -0.234407  -1.497655
H  1.566785  -0.468788  0.928892
H  -0.106043  2.749510  -0.074373
H  1.055695  1.469004  -0.101132
H  -0.801515  -1.199055  1.053255
C  0.008197  1.683009  0.106201
N  -0.885459  0.979534  -0.731708
H  -1.393062  -1.006019  -1.236837
C  1.041336  -1.265090  0.381297
H  1.776780  -2.058865  0.402981
C  0.756249  -0.886253  -1.067775
O  -0.066938  -1.811537  1.024928
H  -0.611161  -0.124719  -2.480367

Cartesian forces, eV/Å:
H -0.3 -1.3 -0.8
O -0.1 0.4 0.1
H 0.1 -0.3 -0.1
H 0.1 0.4 0.3
C 0.7 0.3 0.0
H 1.2 0.9 0.0
H -0.7 0.2 0.1
H -0.2 0.2 0.1
H 0.0 -0.3 0.0
H 0.0 0.5 0.0
C 0.0 0.2 -0.1
N -0.4 -0.6 -0.4
H -0.4 -0.3 0.4
C 0.8 0.3 -0.1
H 0.2 -0.4 -0.2
C -0.8 0.2 0.4
O -0.3 -0.5 0.4
H 0.1 0.0 -0.2

Results of the Mulliken charge analysis, in e, for atoms 1 through 2: 0.411 -0.532